19
Properties=species:S:1:pos:R:3:forces:R:3 method="wB97M-V/def2-TZVPD" smiles="C=O.O.O.O.O.O" homo_energy_ha=-0.39174 relative_energy_kcal_mol=17.5 orbital_gap_ha=0.4036 lumo_energy_ha=0.01185
O 0.8351 3.3710 -0.9025 0.6 -0.6 0.1
O 0.8962 -1.3423 -0.7145 0.1 -0.4 -0.4
O -1.0702 0.8306 -0.6035 -0.3 -0.5 0.0
O 0.2373 -3.9938 0.1335 -0.7 0.3 -0.3
O -1.6771 -1.9413 0.9950 0.2 -0.9 0.6
O 0.9542 0.2842 2.1347 0.3 -0.1 -0.6
C 0.0004 4.1449 -1.2588 -0.1 0.1 0.1
H -0.1097 4.3998 -2.3206 -0.2 0.2 -0.1
H 1.9145 0.3970 2.1812 -0.3 0.0 0.1
H -1.7106 -1.0162 1.2476 0.0 0.2 -0.5
H 0.8608 -4.0784 0.8452 0.6 -0.2 0.4
H 0.8225 -0.0877 1.2424 0.0 0.0 0.4
H -1.5740 1.6114 -0.8317 0.1 0.3 0.0
H 0.6482 -2.2827 -0.7154 0.1 -0.1 0.7
H -0.4705 -3.4691 0.5489 0.0 0.0 0.0
H -2.1745 -2.0979 0.1949 -0.3 0.6 -0.2
H -0.1374 1.0584 -0.6478 0.0 0.2 0.0
H 0.8483 -1.1799 -1.6580 0.1 0.6 -0.2
H -0.6692 4.5989 -0.5160 -0.2 0.3 -0.1